13
Properties=species:S:1:pos:R:3:lowdin_charge:R:1 method="wB97M-V/def2-TZVPD" homo_lumo_gap_ha=0.4119 multiplicity=1 total_energy_ev=-6324.0769 de_lowest_kcal_mol=25.2
C 0.632 -1.496 -0.362 -0.04
C 0.784 -0.038 -0.707 -0.33
O 1.280 0.814 0.316 -0.03
C -0.049 1.038 -0.147 -0.31
C -1.174 0.834 0.851 -0.04
H 1.613 -1.986 -0.382 0.08
H -0.005 -2.002 -1.096 0.08
H 0.204 -1.633 0.636 0.08
H 1.233 0.149 -1.688 0.14
H -0.137 1.939 -0.758 0.13
H -1.664 -0.143 0.749 0.07
H -0.783 0.916 1.871 0.09
H -1.935 1.609 0.717 0.07

=====

9
Properties=species:S:1:pos:R:3:lowdin_spin:R:1 method="wB97M-V/def2-TZVPD" homo_lumo_gap_ha="0.1234 / 0.3148" multiplicity=2 s_squared=0.75 total_energy_ev=-9666.3895 de_lowest_kcal_mol=13.3
O 0.418 0.446 -0.534 0.05
C 0.145 -0.697 -0.415 0.01
C -0.168 -1.959 -0.346 0.00
Cs 4.430 1.577 -0.288 0.87
H -0.300 -2.428 0.629 0.00
H -0.204 -2.539 -1.269 0.00
Li -1.180 1.773 -0.394 0.06
O -2.078 1.371 1.179 0.00
F -1.063 2.457 1.439 0.00

=====

213
Properties=species:S:1:pos:R:3:lowdin_charge:R:1 method="wB97M-V/def2-TZVPD" homo_lumo_gap_ha=0.3269 multiplicity=1 total_energy_ev=-105434.8423 de_lowest_kcal_mol=0.0
C 3.860 -1.158 5.134 -0.10
O 4.817 -0.554 4.277 -0.18
C 5.313 0.610 4.904 -0.24
C 6.390 1.219 4.039 -0.16
N 5.843 1.539 2.710 -0.04
C 6.714 2.281 1.813 -0.18
C 8.109 1.719 1.671 -0.24
O 8.059 0.369 1.281 -0.20
C 9.331 -0.164 1.039 -0.11
H 4.325 -1.448 6.086 0.09
H 3.370 -2.096 4.788 0.07
H 2.994 -0.482 5.229 0.09
H 5.799 0.464 5.876 0.13
H 4.594 1.371 5.139 0.11
H 7.279 0.558 3.960 0.13
H 6.599 2.158 4.482 0.12
H 5.540 0.764 2.174 0.06
H 6.917 3.322 2.079 0.12
H 6.197 2.441 0.844 0.12
H 8.631 1.751 2.627 0.11
H 8.686 2.281 0.940 0.13
H 9.240 -1.257 1.113 0.09
H 10.095 0.291 1.664 0.08
H 9.604 0.027 -0.016 0.09
C -2.497 -7.318 -0.222 -0.11
O -1.633 -6.357 0.320 -0.20
C -2.177 -5.588 1.356 -0.24
C -1.101 -4.629 1.814 -0.17
N 0.055 -5.407 2.356 -0.02
C 0.879 -4.614 3.255 -0.21
C 1.766 -3.519 2.650 -0.22
O 2.532 -3.929 1.549 -0.22
C 3.473 -4.992 1.801 -0.09
H -3.515 -6.895 -0.332 0.09
H -2.572 -8.128 0.500 0.09
H -2.138 -7.639 -1.211 0.09
H -2.493 -6.172 2.220 0.13
H -2.979 -5.000 0.967 0.10
H -1.514 -4.098 2.666 0.10
H -0.825 -3.978 0.987 0.09
H 0.559 -5.829 1.605 0.09
H 1.535 -5.259 3.816 0.10
H 0.179 -4.214 4.047 0.12
H 2.402 -3.172 3.470 0.09
H 1.176 -2.674 2.339 0.10
H 4.033 -5.145 0.822 0.10
H 2.976 -5.969 2.006 0.09
H 4.247 -4.734 2.565 0.10
C 0.334 -3.873 -1.456 -0.08
O 1.397 -3.488 -2.344 -0.19
C 2.620 -3.529 -1.598 -0.21
C 3.699 -3.141 -2.567 -0.21
N 3.397 -1.858 -3.192 -0.04
C 4.408 -1.574 -4.171 -0.24
C 4.182 -0.295 -4.869 -0.22
O 3.033 -0.442 -5.723 -0.18
C 2.708 0.818 -6.284 -0.11
H 0.312 -4.943 -1.252 0.09
H -0.599 -3.613 -1.928 0.07
H 0.415 -3.361 -0.495 0.06
H 2.780 -4.544 -1.223 0.12
H 2.545 -2.837 -0.744 0.11
H 3.997 -3.880 -3.323 0.12
H 4.598 -3.004 -1.934 0.11
H 2.428 -1.757 -3.486 0.07
H 4.640 -2.413 -4.895 0.14
H 5.329 -1.426 -3.614 0.12
H 5.082 -0.154 -5.523 0.14
H 4.152 0.535 -4.175 0.10
H 1.752 0.795 -6.757 0.08
H 3.410 1.182 -7.016 0.08
H 2.683 1.594 -5.500 0.08
C -4.183 -2.933 -1.380 -0.10
O -4.654 -1.674 -1.907 -0.20
C -5.034 -0.871 -0.794 -0.22
C -5.904 0.292 -1.295 -0.19
N -6.436 1.082 -0.209 -0.06
C -5.547 2.111 0.281 -0.23
C -6.275 3.071 1.202 -0.22
O -6.675 2.331 2.327 -0.19
C -7.271 3.061 3.308 -0.16
H -4.210 -3.677 -2.190 0.09
H -4.875 -3.373 -0.653 0.08
H -3.227 -2.714 -0.932 0.07
H -4.154 -0.548 -0.226 0.11
H -5.637 -1.525 -0.141 0.12
H -6.686 0.031 -2.009 0.12
H -5.189 0.905 -1.812 0.09
H -6.672 0.451 0.576 0.12
H -5.200 2.671 -0.587 0.11
H -4.676 1.738 0.816 0.11
H -7.082 3.564 0.695 0.12
H -5.584 3.901 1.489 0.13
H -8.252 3.576 2.991 0.11
H -6.593 3.837 3.701 0.08
H -7.498 2.346 4.101 0.09
C -3.445 -0.714 -9.743 -0.13
O -2.887 -1.449 -8.681 -0.21
C -3.855 -2.262 -8.031 -0.21
C -3.214 -2.921 -6.751 -0.22
N -2.889 -1.935 -5.775 -0.05
C -2.362 -2.513 -4.540 -0.20
C -1.987 -1.431 -3.527 -0.20
O -1.031 -0.519 -4.087 -0.19
C 0.271 -1.020 -4.282 -0.09
H -4.056 0.116 -9.320 0.09
H -4.048 -1.414 -10.347 0.08
H -2.697 -0.253 -10.412 0.09
H -4.275 -3.005 -8.734 0.12
H -4.647 -1.585 -7.595 0.13
H -2.365 -3.558 -6.987 0.11
H -4.000 -3.589 -6.357 0.12
H -2.288 -1.218 -6.134 0.11
H -1.557 -3.231 -4.753 0.11
H -3.165 -3.061 -4.006 0.11
H -1.632 -1.846 -2.597 0.08
H -2.852 -0.851 -3.220 0.11
H 0.860 -1.090 -3.336 0.07
H 0.855 -0.395 -4.897 0.04
H 0.218 -2.016 -4.770 0.11
C -1.833 9.523 -0.472 -0.12
O -1.265 8.261 -0.202 -0.17
C -1.712 7.759 1.016 -0.27
C -1.303 6.326 1.135 -0.21
N -2.032 5.410 0.235 -0.03
C -1.280 4.176 0.199 -0.24
C -1.923 3.197 -0.717 -0.21
O -1.833 3.681 -2.061 -0.19
C -2.340 2.729 -2.983 -0.09
H -1.554 9.772 -1.486 0.08
H -1.362 10.302 0.129 0.09
H -2.943 9.586 -0.404 0.10
H -2.796 7.866 1.068 0.12
H -1.285 8.287 1.880 0.13
H -1.481 6.066 2.200 0.12
H -0.230 6.262 0.904 0.12
H -1.963 5.834 -0.686 0.11
H -1.289 3.780 1.257 0.11
H -0.198 4.354 -0.064 0.12
H -2.993 3.153 -0.512 0.10
H -1.413 2.207 -0.614 0.10
H -2.370 3.189 -3.957 0.09
H -3.345 2.450 -2.712 0.07
H -1.721 1.808 -3.035 0.08
C 1.286 2.991 -3.237 -0.09
O 2.706 3.179 -3.217 -0.20
C 3.016 4.115 -2.188 -0.21
C 2.980 3.513 -0.754 -0.17
N 3.925 2.350 -0.602 -0.03
C 3.506 1.089 -1.186 -0.19
C 4.417 0.069 -0.579 -0.22
O 4.003 -0.293 0.707 -0.20
C 4.671 -1.390 1.257 -0.09
H 0.737 3.809 -3.686 0.09
H 0.950 2.816 -2.215 0.07
H 1.085 2.124 -3.852 0.07
H 2.424 5.015 -2.281 0.11
H 4.053 4.414 -2.349 0.12
H 1.917 3.289 -0.467 0.09
H 3.339 4.305 -0.128 0.10
H 3.965 2.268 0.447 0.08
H 3.671 1.163 -2.262 0.10
H 2.444 0.798 -1.048 0.11
H 5.412 0.501 -0.583 0.12
H 4.444 -0.859 -1.240 0.12
H 4.103 -1.730 2.102 0.07
H 5.684 -1.123 1.591 0.09
H 4.637 -2.223 0.560 0.08
C -3.273 3.847 3.744 -0.09
C -1.978 4.025 4.505 -0.35
O -2.251 5.049 5.425 -0.05
H -4.083 3.494 4.386 0.07
H -3.223 3.269 2.821 0.06
H -3.581 4.859 3.442 0.08
H -1.181 4.299 3.756 0.10
H -1.617 3.113 4.952 0.09
H -1.508 5.045 6.020 0.08
C 0.981 1.803 2.519 -0.06
C 2.377 1.798 3.133 -0.36
O 3.263 2.545 2.424 -0.09
H 0.331 0.976 2.886 0.07
H 1.079 1.588 1.453 0.04
H 0.514 2.793 2.617 0.06
H 2.795 0.799 3.229 0.09
H 2.084 2.200 4.199 0.13
H 4.199 2.389 2.705 0.06
C -4.778 -3.868 4.139 -0.08
C -5.932 -4.833 4.420 -0.33
O -6.122 -4.883 5.820 -0.09
H -4.561 -3.961 3.072 0.06
H -3.936 -4.203 4.707 0.06
H -5.027 -2.796 4.331 0.09
H -5.576 -5.814 4.113 0.10
H -6.934 -4.669 3.929 0.12
H -6.680 -5.621 6.069 0.08
C -1.289 -0.324 0.019 -0.09
C 0.153 -0.165 -0.293 -0.34
O 0.888 -0.815 0.721 -0.07
H -1.485 0.332 0.850 0.07
H -1.543 -1.334 0.257 0.06
H -1.891 -0.053 -0.866 0.08
H 0.339 0.921 -0.251 0.08
H 0.280 -0.445 -1.311 0.09
H 1.825 -0.561 0.654 0.07
C -1.868 -0.087 4.799 -0.08
C -1.293 -1.306 4.065 -0.28
O -1.619 -2.596 4.659 -0.12
H -2.940 -0.011 4.610 0.07
H -1.411 0.852 4.425 0.05
H -1.750 -0.195 5.897 0.09
H -0.179 -1.188 4.067 0.11
H -1.593 -1.334 3.039 0.09
H -2.334 -2.524 5.331 0.09

=====

42
Properties=species:S:1:pos:R:3:lowdin_charge:R:1 method="wB97M-V/def2-TZVPD" homo_lumo_gap_ha=0.3962 multiplicity=1 total_charge=+1 total_energy_ev=-20114.2812
Li 11.437 4.757 21.094 0.62
C 11.625 1.607 18.281 -0.03
C 11.315 2.629 19.428 -0.42
C 11.852 2.097 20.753 -0.17
O 11.366 2.930 21.816 -0.29
C 11.517 2.401 23.132 -0.06
N 11.873 3.951 19.079 0.02
H 11.168 0.659 18.565 0.08
H 12.692 1.430 18.156 0.08
H 11.163 2.136 17.452 0.08
H 10.229 2.725 19.396 0.13
H 12.946 2.155 20.721 0.14
H 11.496 1.090 20.981 0.14
H 12.558 2.085 23.251 0.10
H 10.909 1.500 23.241 0.10
H 11.237 3.176 23.836 0.10
H 11.287 4.249 18.301 0.09
H 12.778 3.856 18.623 0.09
C 14.644 5.709 20.803 -0.08
O 13.292 5.732 21.270 -0.25
C 12.921 7.113 21.318 -0.21
C 11.534 7.252 21.954 -0.21
N 10.475 6.505 21.268 -0.12
C 9.255 6.577 22.115 -0.17
C 8.147 5.723 21.465 -0.22
O 8.682 4.448 21.286 -0.23
C 7.721 3.448 20.982 -0.07
H 14.943 4.715 20.477 0.09
H 15.331 5.925 21.626 0.10
H 14.848 6.451 20.033 0.10
H 12.830 7.550 20.321 0.14
H 13.553 7.653 22.025 0.14
H 11.296 8.286 22.223 0.14
H 11.656 6.770 22.934 0.13
H 10.116 7.057 20.489 0.13
H 8.956 7.631 22.129 0.13
H 9.488 6.238 23.124 0.13
H 7.798 6.155 20.517 0.13
H 7.299 5.730 22.161 0.13
H 7.185 3.805 20.085 0.10
H 6.978 3.289 21.762 0.10
H 8.268 2.607 20.562 0.08